(1)
118
Properties=species:S:1:pos:R:3:forces:R:3:lowdin_charge:R:1 method="wB97M-V/def2-TZVPD" charge=0 energy_ev=-179872.5870 e_lumo_ev=-1.1 e_homo_ev=-8.4 e_above_lowest_kj_mol=186.8 mol_weight_g_mol=1087.79 orbital_gap_ev=7.31 fmax_ha_per_bohr=0.0641
C -2.1916 4.8627 -3.0328 -1.13 0.19 0.69 -0.1062
C -2.2289 4.5830 -1.4747 0.78 0.35 0.30 -0.2171
C -1.4498 3.3005 -1.0100 0.44 0.55 0.34 -0.2182
N -1.5602 2.1373 -1.9451 -1.30 -1.31 1.28 0.0223
C -1.8909 0.9599 -1.2128 -0.64 -0.82 0.00 -0.1771
C -0.9601 0.3076 -0.2458 -1.52 -0.99 0.62 -0.1579
P 0.7531 1.0893 -0.0328 0.64 0.53 -1.51 0.7873
N 1.3928 1.5645 -1.3976 -0.13 -0.30 0.65 -0.2757
C -1.3544 -0.8986 0.5100 -1.00 0.72 -1.52 -0.1306
C -0.3938 -1.5687 1.5667 -1.76 -0.07 0.65 -0.1681
O 0.2279 -0.5807 2.4267 0.79 -1.18 -1.53 -0.1896
N -0.7577 -0.0210 3.2695 -0.57 1.46 -0.56 0.0195
O -0.8765 1.1059 2.9640 -0.22 -0.64 1.07 0.0801
C -2.6972 -1.5163 0.2855 0.95 1.42 -1.72 -0.1091
P -3.2943 -3.0501 1.1223 -2.38 -0.82 2.09 0.5614
O -3.9517 -2.6778 2.4069 1.00 -0.20 -0.97 -0.2932
O -2.1032 -4.1744 1.3942 -0.67 1.70 -1.30 -0.1394
O -4.4401 -3.8363 0.2131 2.15 0.65 0.22 -0.1599
C -3.5586 -0.8349 -0.6580 0.32 1.25 -0.92 -0.0201
C -3.2137 0.3771 -1.4289 1.88 -1.41 2.31 0.0081
C -4.3856 0.7852 -2.3652 0.93 -1.61 1.15 -0.3420
O -4.6522 1.8254 -2.8842 0.40 -0.31 -0.06 0.1613
N -5.1687 -0.4439 -2.4337 0.45 0.67 0.31 0.0146
C -4.9813 -1.2936 -3.6319 -0.71 0.07 -0.67 -0.0989
C -3.7186 -0.8669 -4.4851 -0.75 0.16 -0.35 -0.7326
O -3.8152 -0.0512 -5.3389 0.08 -0.36 0.40 0.0531
Br -1.9259 -1.6651 -4.2151 -0.66 -0.04 0.39 0.6960
C -5.0165 -1.1009 -1.1420 0.55 -0.44 -0.36 -0.3353
O -5.9485 -1.6600 -0.6481 0.72 -0.02 0.16 0.1531
H -3.2358 4.6857 -3.4212 1.24 -0.07 0.02 0.0726
H -2.0094 5.9607 -3.1722 0.12 -1.12 -0.14 0.0702
H -1.4395 4.2259 -3.5650 -0.67 0.74 0.42 0.0792
H -1.7113 5.4572 -0.9815 -0.49 -0.99 -0.29 0.1049
H -3.2627 4.5758 -1.0339 0.82 -0.11 -0.78 0.1078
H -1.8717 2.9742 -0.0158 0.54 0.52 -0.79 0.1226
H -0.3522 3.5201 -0.8889 -1.13 -0.10 -0.17 0.0757
H -2.3211 2.2416 -2.6206 0.33 0.49 0.21 0.0961
H 1.6563 0.1853 0.5928 -0.86 0.11 0.32 0.0274
H 0.5246 2.2005 0.8414 -0.16 -0.91 0.04 0.0022
H 2.2930 1.1004 -1.5481 -0.71 0.31 0.01 -0.0640
H 0.3504 -2.2604 1.1061 -0.16 0.95 0.43 0.1393
H -1.0535 -2.1740 2.2582 0.70 0.43 -0.77 0.1107
H -1.2626 -3.9315 0.9681 -0.35 -0.35 0.07 0.0625
H -5.2390 -3.9719 0.7525 0.40 0.40 -0.01 0.0880
H -5.0025 -2.3839 -3.3947 0.33 1.03 0.13 0.1242
H -5.8641 -1.1034 -4.3018 1.12 -0.18 0.40 0.1379
F -6.0927 -3.3608 -5.1167 0.08 -0.13 -0.19 0.0355
C -7.2680 -4.0084 -4.9759 -0.67 -0.39 0.07 -0.2777
C -8.0570 -4.2284 -6.0893 0.13 0.11 -0.25 -0.0158
C -9.2642 -4.8991 -5.9441 0.06 0.00 0.26 -0.0800
C -9.6713 -5.3312 -4.6868 -0.07 -0.03 -0.02 -0.0936
C -8.8700 -5.0985 -3.5756 -0.02 0.02 -0.22 -0.0773
C -7.6574 -4.4376 -3.7206 0.23 0.10 0.19 -0.0133
H -7.7265 -3.8769 -7.0590 0.02 -0.01 0.04 0.1181
H -9.8878 -5.0843 -6.8102 0.06 0.04 0.03 0.1060
H -10.6157 -5.8506 -4.5742 0.06 0.03 0.00 0.1023
H -9.1897 -5.4318 -2.5958 0.06 0.03 -0.04 0.1072
H -7.0157 -4.2549 -2.8668 -0.02 0.02 -0.02 0.1139
F 1.0372 4.4625 0.7313 -0.15 0.12 0.01 0.0242
C 2.3030 4.4394 1.1907 0.73 -0.02 0.22 -0.3015
C 3.3509 4.4517 0.2893 -0.09 0.03 -0.34 -0.0174
C 4.6562 4.4327 0.7641 -0.15 -0.01 0.27 -0.0759
C 4.8974 4.3905 2.1327 0.10 0.02 -0.02 -0.0961
C 3.8354 4.3731 3.0277 -0.08 0.13 -0.27 -0.0921
C 2.5296 4.4032 2.5551 -0.25 -0.02 0.12 -0.0148
H 3.1431 4.4755 -0.7733 -0.06 -0.05 0.05 0.1176
H 5.4853 4.4497 0.0670 -0.07 -0.01 0.01 0.1051
H 5.9163 4.3710 2.5013 -0.07 -0.02 0.00 0.1014
H 4.0232 4.3362 4.0915 -0.06 0.06 -0.09 0.0890
H 1.6886 4.3988 3.2382 -0.01 0.00 -0.05 0.1154
F -0.9095 -7.2453 -5.9783 0.00 -0.08 0.05 0.0592
C -0.8930 -6.1472 -6.7537 0.00 0.46 -0.32 -0.2889
C -0.0350 -6.0958 -7.8374 0.15 -0.20 -0.05 -0.0210
C -0.0220 -4.9630 -8.6409 -0.17 0.08 0.18 -0.0854
C -0.8584 -3.8924 -8.3452 0.02 0.06 -0.07 -0.0953
C -1.7120 -3.9556 -7.2503 0.14 -0.13 -0.14 -0.1005
C -1.7342 -5.0918 -6.4520 -0.14 -0.02 0.20 -0.0228
H 0.6149 -6.9365 -8.0469 -0.05 0.00 0.03 0.1157
H 0.6403 -4.9143 -9.4968 -0.02 -0.03 0.06 0.1036
H -0.8441 -3.0072 -8.9704 -0.01 -0.05 0.04 0.1013
H -2.3603 -3.1194 -7.0183 0.03 -0.07 0.00 0.0825
H -2.3991 -5.1622 -5.5998 0.04 -0.02 -0.01 0.1134
F 5.4040 2.5529 4.5299 0.14 -0.12 0.04 0.0492
C 5.3644 1.9215 5.7177 0.01 -0.29 0.52 -0.2772
C 4.2678 2.0973 6.5419 -0.19 0.17 -0.10 -0.0092
C 4.2253 1.4414 7.7657 0.27 -0.17 -0.25 -0.1019
C 5.2828 0.6274 8.1541 -0.11 -0.12 0.02 -0.1057
C 6.3802 0.4635 7.3185 -0.22 0.10 -0.01 -0.0722
C 6.4201 1.1098 6.0897 0.18 -0.01 -0.15 -0.0118
H 3.4567 2.7421 6.2256 0.03 -0.03 -0.03 0.1139
H 3.3680 1.5651 8.4158 -0.03 -0.05 -0.14 0.1012
H 5.2502 0.1202 9.1105 0.02 0.04 -0.07 0.1054
H 7.2057 -0.1678 7.6240 -0.04 0.04 -0.04 0.1090
H 7.2635 0.9870 5.4216 -0.04 0.04 0.00 0.1176
F 6.6422 1.8123 10.5036 0.11 -0.01 0.05 0.0575
C 5.8567 2.5704 11.2891 -0.33 0.34 0.34 -0.2769
C 4.6013 2.9386 10.8393 -0.12 -0.08 -0.23 -0.0100
C 3.7892 3.7176 11.6539 0.24 -0.02 0.17 -0.0766
C 4.2455 4.1271 12.9016 -0.09 0.06 0.04 -0.0982
C 5.5108 3.7539 13.3386 -0.14 -0.03 -0.18 -0.0838
C 6.3203 2.9661 12.5305 0.23 -0.07 0.06 -0.0175
H 4.2664 2.6163 9.8603 0.15 0.12 0.24 0.0756
H 2.8011 4.0060 11.3158 0.06 -0.02 -0.02 0.1055
H 3.6124 4.7385 13.5341 0.05 -0.04 -0.03 0.1008
H 5.8673 4.0767 14.3094 0.00 -0.04 -0.06 0.1048
H 7.3056 2.6584 12.8581 -0.02 0.00 -0.05 0.1167
F 3.7635 0.4881 -2.4480 0.46 -0.11 -0.01 0.0267
C 3.8918 -0.1724 -3.6152 0.02 -0.34 -0.64 -0.2783
C 3.1060 0.1991 -4.6900 -0.22 0.27 0.03 -0.0103
C 3.2404 -0.4780 -5.8950 0.20 -0.16 0.15 -0.0794
C 4.1506 -1.5236 -6.0063 -0.01 -0.03 -0.08 -0.0981
C 4.9303 -1.8890 -4.9156 -0.16 0.15 -0.08 -0.0864
C 4.8048 -1.2059 -3.7127 0.12 -0.05 0.26 -0.0202
H 2.3968 1.0107 -4.5802 0.03 -0.03 0.08 0.1194
H 2.6356 -0.1915 -6.7468 0.00 0.00 0.08 0.1052
H 4.2513 -2.0540 -6.9461 0.00 0.03 0.06 0.1001
H 5.6362 -2.7063 -5.0017 -0.02 0.06 0.03 0.1039
H 5.4099 -1.4706 -2.8543 -0.04 0.03 0.00 0.1155

=====

(2)
118
Properties=species:S:1:pos:R:3:forces:R:3:lowdin_charge:R:1 method="wB97M-V/def2-TZVPD" charge=0 energy_ev=-267825.3819 e_lumo_ev=-1.2 e_homo_ev=-8.4 mol_weight_g_mol=1157.89 orbital_gap_ev=7.23 fmax_ha_per_bohr=0.0224
C 3.1404 0.4048 2.0762 0.15 -0.02 -0.12 -0.0502
C 1.9973 -0.0314 1.1831 -0.32 0.47 0.53 -0.2312
O 2.3748 -1.2425 0.5606 -0.23 0.14 -0.16 -0.1904
C 2.0197 -1.8592 -0.5962 0.26 -0.65 -0.37 -0.3851
O 0.9441 -2.7966 -0.3644 -0.57 0.46 -0.22 -0.0102
C 0.5217 -3.1492 0.8834 0.69 -0.28 0.64 -0.4024
O 1.2643 -3.3471 1.8068 -0.32 0.22 -0.26 0.1665
C -0.9608 -3.3066 0.9606 0.15 -0.04 -0.02 -0.1442
C -1.7351 -2.3847 1.6502 0.33 0.12 0.13 -0.0360
C -3.1024 -2.5416 1.7116 -0.41 0.15 0.08 -0.0717
C -3.7049 -3.6300 1.1103 -0.07 -0.26 -0.14 -0.0750
C -2.9248 -4.5696 0.4524 -0.30 -0.05 -0.03 -0.0657
C -1.5569 -4.4051 0.3679 0.02 -0.15 -0.16 -0.0293
C 3.3532 -2.7576 -0.9147 0.54 0.49 0.89 -0.5331
Br 4.8422 -2.1389 0.3047 0.09 -0.22 -0.11 0.9255
C 3.2905 -4.2518 -0.5540 0.17 -0.25 -0.24 -0.1434
C 2.6058 -5.3170 -1.3962 -0.15 0.21 0.02 -0.3977
C 3.4241 -6.0313 -2.4386 0.01 0.04 -0.02 -0.0372
N 1.4286 -5.6719 -1.0866 -0.17 0.07 -0.02 0.1516
O 4.0006 -2.4107 -2.1279 -0.23 -0.23 -0.05 -0.2763
S 3.3403 -2.3304 -3.5618 -0.20 0.20 -0.33 0.4998
O 4.0466 -1.2699 -4.2223 0.07 -0.07 0.04 -0.3202
O 3.3435 -3.6167 -4.1677 0.11 -0.18 0.22 -0.3148
C 1.6391 -1.7457 -3.2188 -0.10 -0.81 0.01 -0.8550
S 0.5363 -3.1732 -3.4975 -0.03 0.10 -0.08 0.8048
P 1.3848 -0.5354 -4.7452 0.01 0.25 0.38 0.6007
O -0.2219 -0.4473 -4.8058 -0.29 0.12 -0.34 -0.4310
Br 1.6590 -1.9876 -6.4071 0.08 -0.09 -0.27 0.4442
C 1.5482 -0.9610 -1.8389 0.33 0.11 0.20 -0.3869
C 2.6093 0.2133 -1.9041 -0.07 0.24 0.06 -0.1845
C 2.2197 1.6971 -1.8617 0.27 0.22 -0.03 -0.2803
C 1.8012 2.3778 -3.1612 -0.14 0.13 0.15 -0.5944
S 3.1332 2.6244 -4.3544 0.19 0.14 -0.09 0.7161
P -0.2449 -0.1881 -1.8350 0.04 0.28 -0.28 1.0895
C -0.6697 0.5030 -0.1834 -0.01 -0.14 -0.03 -0.2630
C -1.6058 -1.4561 -1.7944 -0.18 -0.34 -0.13 -0.4212
C -2.4861 -1.5244 -3.0484 -0.01 -0.04 0.35 -0.1642
H 4.0806 0.4184 1.5265 -0.03 0.02 -0.02 0.0298
H 2.9501 1.4159 2.4338 -0.07 0.02 0.10 0.0881
H 3.2607 -0.2650 2.9248 -0.01 -0.04 0.03 0.0865
H 1.1133 -0.1807 1.8046 -0.07 -0.21 -0.01 0.1148
H 1.7530 0.7675 0.4965 0.12 -0.11 -0.39 0.0793
H -1.2840 -1.5389 2.1509 0.14 -0.02 0.02 0.1151
H -3.7140 -1.8158 2.2309 0.02 0.05 0.08 0.1032
H -4.7766 -3.7592 1.1633 -0.06 0.02 0.02 0.1042
H -3.3810 -5.4401 0.0014 -0.06 -0.01 -0.02 0.1064
H -0.9566 -5.1369 -0.1507 0.19 -0.02 -0.04 0.1012
H 2.8932 -4.3044 0.4575 -0.13 0.13 -0.01 0.1093
H 4.3298 -4.5732 -0.4878 0.04 0.06 -0.03 0.0936
H 4.3856 -5.5623 -2.6164 0.07 0.05 -0.01 0.0767
H 3.5872 -7.0586 -2.1094 0.03 -0.03 0.00 0.0909
H 2.8822 -6.0439 -3.3791 -0.04 -0.04 -0.12 0.0782
H 1.1398 -6.4531 -1.6783 -0.03 -0.03 0.01 0.0732
H 0.3815 -3.5864 -2.2367 0.12 0.08 0.14 -0.1142
H -0.6556 -1.1795 -5.2624 -0.07 -0.12 0.12 0.0209
H 3.2368 0.1110 -2.7848 -0.01 -0.12 0.01 0.0597
H 3.2923 0.0511 -1.0722 0.07 0.01 -0.01 0.0985
H 3.1274 2.2271 -1.5568 -0.05 -0.05 0.14 0.0879
H 1.4872 1.9295 -1.0920 -0.16 -0.06 -0.01 0.0737
H 1.5337 3.4070 -2.9144 -0.11 0.00 0.02 0.0678
H 0.9215 1.9284 -3.6175 0.03 -0.08 -0.07 0.0190
H 3.5292 1.3562 -4.4991 -0.02 -0.12 -0.04 -0.1903
H -1.7404 0.6861 -0.2761 0.00 0.13 -0.04 0.0467
H -0.1980 1.4520 0.0358 0.16 0.04 0.12 0.0324
H -0.5499 -0.2115 0.6214 0.04 0.08 0.17 0.0052
H -1.2648 -2.4439 -1.5103 0.03 -0.02 -0.02 0.0276
H -2.2632 -1.1439 -0.9823 0.15 0.06 0.11 0.0571
H -2.0810 -2.2021 -3.7928 0.08 0.08 -0.15 0.0236
H -3.4620 -1.9175 -2.7579 -0.05 0.00 -0.05 0.0683
H -2.6308 -0.5318 -3.4702 -0.02 0.01 -0.17 0.0635
C 8.2877 2.0659 0.6593 -0.05 0.06 0.01 -0.0481
C 7.0209 1.5524 0.4048 0.00 -0.09 -0.03 -0.0475
C 5.9359 2.4023 0.2905 0.00 -0.12 -0.03 -0.0025
C 6.1040 3.7705 0.4416 -0.02 0.09 0.00 -0.0762
C 7.3719 4.2877 0.7132 -0.04 0.04 0.01 -0.0804
C 8.4624 3.4316 0.8134 0.02 -0.08 0.00 0.0014
C 7.5769 5.7511 0.9134 0.02 -0.01 -0.01 -0.2763
O 8.6764 6.2067 1.1413 0.01 0.01 0.01 0.1090
C 6.3777 6.6363 0.8286 -0.01 -0.07 0.00 -0.0804
C 6.5312 7.9976 1.0567 -0.03 0.08 0.00 -0.0017
C 5.4361 8.8400 0.9727 -0.02 -0.01 -0.01 -0.0560
C 4.1831 8.3279 0.6544 0.01 0.00 0.00 -0.0570
C 4.0232 6.9717 0.4297 -0.04 0.08 0.01 -0.0027
C 5.1167 6.1203 0.5216 0.05 -0.05 0.00 -0.0809
C 4.9159 4.6594 0.3008 0.05 0.02 0.00 -0.2681
O 3.8237 4.2089 0.0234 -0.05 -0.01 0.02 0.0955
H 9.1366 1.4004 0.7399 0.01 -0.01 0.00 0.1091
H 6.8734 0.4867 0.2848 0.04 -0.02 -0.01 0.0883
H 4.9483 2.0146 0.0823 -0.02 0.03 -0.02 0.0972
H 9.4394 3.8478 1.0150 -0.01 0.05 0.01 0.1206
H 7.5116 8.3826 1.2993 0.04 -0.04 -0.01 0.1205
H 5.5572 9.8996 1.1540 0.00 0.01 0.00 0.1075
H 3.3302 8.9897 0.5838 -0.01 0.01 0.00 0.1071
H 3.0549 6.5592 0.1836 0.00 -0.05 0.00 0.1188
C -10.3703 -0.0750 6.2755 0.02 0.00 0.00 -0.0550
C -9.0367 -0.3474 6.5600 -0.01 0.01 -0.01 -0.0555
C -8.1078 -0.4177 5.5365 -0.01 0.00 0.09 -0.0018
C -8.5105 -0.2238 4.2213 -0.02 0.01 -0.06 -0.0831
C -9.8526 0.0337 3.9342 0.05 -0.01 -0.06 -0.0820
C -10.7781 0.1146 4.9665 -0.03 -0.01 0.08 -0.0013
C -10.3214 0.2105 2.5289 0.00 0.01 0.00 -0.2767
O -11.4841 0.4421 2.2795 -0.02 0.00 0.00 0.1099
C -9.3090 0.0860 1.4398 0.02 -0.01 0.07 -0.0815
C -9.7241 0.1980 0.1189 0.01 0.01 -0.09 -0.0007
C -8.8000 0.0965 -0.9064 0.02 0.00 0.01 -0.0544
C -7.4555 -0.1110 -0.6177 -0.01 0.00 0.00 -0.0556
C -7.0369 -0.2261 0.6965 0.02 -0.01 -0.08 -0.0041
C -7.9615 -0.1345 1.7296 -0.05 0.00 0.05 -0.0822
C -7.4906 -0.2878 3.1366 0.00 0.00 -0.04 -0.2767
O -6.3168 -0.4633 3.3858 0.07 -0.04 0.02 0.0978
H -11.0929 -0.0140 7.0783 -0.01 0.00 0.01 0.1079
H -8.7228 -0.5036 7.5834 0.00 0.01 0.01 0.1078
H -7.0669 -0.6231 5.7434 0.03 0.01 -0.05 0.1201
H -11.8121 0.3230 4.7304 0.00 0.00 -0.06 0.1207
H -10.7716 0.3628 -0.0908 -0.02 0.01 0.05 0.1210
H -9.1257 0.1802 -1.9346 0.00 0.01 -0.01 0.1082
H -6.7345 -0.1845 -1.4211 0.00 0.00 -0.01 0.1061
H -5.9951 -0.3898 0.9348 0.00 -0.01 0.05 0.1119